C3H7NOS | the ωB97M-V functional and the def2-TZVPD basis

Cartesian coordinates (Å):
1 C -0.1271 0.3675 0.0487
2 C -1.2929 -0.6138 0.5350
3 S -2.9344 0.1518 0.0254
4 C 1.2815 -0.2804 -0.1302
5 N 2.2692 0.5912 -0.5352
6 O 1.5130 -1.4353 0.2701
7 H -0.6060 0.8823 -0.7878
8 H 0.0232 1.1148 0.8597
9 H -1.1742 -1.5385 0.0575
10 H -1.3311 -0.6222 1.6309
11 H -2.9536 -0.3336 -1.3574
12 H 3.1148 0.1210 -0.4293
13 H 2.2175 1.5951 -0.1874

Force components x, y, z for each atom (eV/Å):
-0.6774 -0.7781 0.9886
0.3777 2.9834 -0.1597
0.5794 -1.3317 -1.8392
-1.2130 -0.8545 1.8269
-1.8427 1.6351 0.4325
-0.3518 2.0769 -1.4663
0.9821 0.0995 -0.2590
-0.1440 -0.2115 -0.5591
0.0268 -1.4626 -0.1606
0.0216 -0.5431 -0.4240
0.1320 0.7905 2.3080
2.0485 -0.3374 0.1844
0.0607 -2.0665 -0.8724

Properties
SMILES string = NC(=O)CCS
HOMO-LUMO gap = 9.8 eV
ΔE to the lowest compared entry with this formula, charge and spin = 20.8 kcal/mol
Lowest unoccupied orbital energy = 0.6631 eV
Total charge = 0